1 | # C4H10N2

The molecule C4H10N2 (wB97M-V/def2-TZVPD, the OMol25 dataset).

Atoms and positions in Å:
C -0.2683 0.0095 0.2404
C 1.1935 0.3208 0.4990
C -0.0361 0.9854 1.3225
C -0.7649 -1.3821 0.5614
N -0.7448 0.4360 -1.0714
N 0.0582 -0.2016 -2.0494
H -0.6890 1.4579 -1.1304
H -0.2673 0.0919 -2.9660
H 1.0912 0.0338 -1.7788
H 1.7392 1.0910 -0.0293
H 1.7886 -0.3926 1.0502
H -0.1783 2.0385 1.1263
H -0.2470 0.6756 2.3354
H -1.8312 -1.3455 0.7793
H -0.2360 -1.7978 1.4159
H -0.6078 -2.0210 -0.3051

Computed properties:
SMILES ... CC1(NN)CC1
HOMO level ... -0.312 Eh
Net charge ... 0
E_LUMO ... 0.042 Ha
2S+1 ... 1

Mulliken atomic charge list, values in e, 4 entries:
1 C 1.049
2 C -1.041
3 C -0.734
4 C -1.430

---

2 | # C4H10N2

The molecule C4H10N2 (wB97M-V/def2-TZVPD, the OMol25 dataset).

Atoms and positions in Å:
C 1.5063 -0.1498 -0.2252
C 0.4357 0.6589 0.4958
C -0.9909 0.3515 0.0715
C -2.6483 -1.1633 0.6590
N -1.4148 -0.9617 0.5255
N 2.4357 0.7366 -0.9795
H 2.0590 -0.7812 0.4712
H 1.0277 -0.8457 -0.9183
H 0.6460 1.7330 0.4330
H 0.4932 0.5024 1.5731
H -1.7074 1.1272 0.3642
H -1.0238 0.3359 -1.0325
H -3.0532 -2.1256 0.9444
H -3.3738 -0.3404 0.5126
H 3.3631 0.3255 -0.9222
H 2.2456 0.5966 -1.9726

Computed properties:
SMILES ... C=NCCCN
HOMO level ... -0.348 Eh
Net charge ... 0
E_LUMO ... 0.042 Ha
2S+1 ... 1

Mulliken atomic charge list, values in e, 4 entries:
1 C -0.415
2 C -0.707
3 C -0.706
4 C -0.273

---

2 comes first in stability; the runner-up is 0.0387 hartree higher.

---

1 | # C4H4ClN3

The molecule C4H4ClN3 (wB97M-V/def2-TZVPD, the OMol25 dataset).

Atoms and positions in Å:
C -1.5386 0.0536 0.0559
C -1.7958 1.4684 0.1441
C -0.0278 -0.3448 -0.0146
C 2.0037 -0.0025 -0.3821
H -2.9067 1.4661 0.1015
H -1.2934 2.3289 0.4593
H 2.9882 0.3977 -0.3994
H 2.3243 -2.0266 0.5957
N 0.8171 0.7209 -0.4513
N 1.7303 -1.3019 0.0490
N 0.4324 -1.5456 0.1106
Cl -2.7338 -1.2141 -0.2688

Computed properties:
SMILES ... C=C(Cl)c1nc[nH]n1
HOMO level ... -0.330 Eh
Net charge ... 0
E_LUMO ... 0.025 Ha
2S+1 ... 1

Mulliken atomic charge list, values in e, 4 entries:
1 C 0.214
2 C -0.641
3 C 0.425
4 C -0.171

---

2 | # C4H4ClN3

The molecule C4H4ClN3 (wB97M-V/def2-TZVPD, the OMol25 dataset).

Atoms and positions in Å:
C 0.0716 -0.9035 -0.1239
C -1.1373 -1.4672 0.0281
C -2.0622 -0.3726 -0.0628
C 1.8274 1.4713 0.2128
H -1.2267 -2.5145 0.1344
H -3.1429 -0.2936 0.0321
H 2.6192 2.2512 0.0954
H 2.1962 0.6929 0.8950
N -1.4214 0.7996 -0.2135
N -0.1107 0.4787 -0.2593
N 0.7694 1.4985 -0.5001
Cl 1.6174 -1.6407 -0.2382

Computed properties:
SMILES ... C=Nn1nccc1Cl
HOMO level ... -0.343 Eh
Net charge ... 0
E_LUMO ... 0.019 Ha
2S+1 ... 1

Mulliken atomic charge list, values in e, 4 entries:
1 C 0.427
2 C -0.538
3 C -0.295
4 C -0.221

---

3 | # C4H4ClN3

The molecule C4H4ClN3 (wB97M-V/def2-TZVPD, the OMol25 dataset).

Atoms and positions in Å:
C 1.6395 -0.2919 0.6549
C 0.2443 -0.3054 0.1970
C -1.5653 -1.0480 -0.5207
C -0.6229 0.7763 -0.2063
H 1.8573 -1.2075 1.1489
H 1.7370 0.5574 1.3408
H -2.2859 -1.8378 -0.9095
H -1.2201 2.5466 -0.3105
N -0.3563 -1.4588 0.0568
N -1.7507 0.2179 -0.7694
N -0.3990 2.0172 0.0668
Cl 2.7221 0.0340 -0.7486

Computed properties:
SMILES ... [H]/N=C1\N=CN=C1CCl
HOMO level ... -0.395 Eh
Net charge ... 0
E_LUMO ... -0.061 Ha
2S+1 ... 1

Mulliken atomic charge list, values in e, 4 entries:
1 C -0.404
2 C 0.576
3 C -0.055
4 C 0.419

---

3 comes first in stability; the runner-up is 0.0435 hartree higher.

---

1 | # C14H17N3O4

The molecule C14H17N3O4 (wB97M-V/def2-TZVPD, the OMol25 dataset).

Atoms and positions in Å:
C 1.2632 2.5211 -0.0217
C 2.0271 1.2144 0.0210
C -0.0556 2.3191 -0.7032
C -1.1857 1.6176 0.0421
C -1.8148 2.0590 1.1432
C -1.9237 0.4487 -0.4582
C -2.9921 0.2637 0.4252
C -1.6591 -0.4632 -1.5312
C -3.8403 -0.8506 0.2637
C -2.5345 -1.5736 -1.7081
C -3.6363 -1.6886 -0.8536
C 2.0777 -1.0804 0.8103
C 2.1207 -1.7782 -0.4956
C 1.5065 -2.0279 1.8796
H 2.3304 4.2292 0.1767
H 2.7502 3.2061 -1.1486
H 1.0484 2.7589 1.0485
H -0.4129 3.3177 -1.0527
H 0.1425 1.6645 -1.5810
H -1.6389 2.8400 1.8799
H -3.7017 1.4522 2.0202
H -0.8067 -0.2495 -2.1846
H -4.7057 -1.0526 0.8704
H -2.4249 -2.1127 -2.6745
H -4.4049 -2.4323 -1.0100
H 0.4908 0.2325 0.6740
H 3.0611 -0.9394 1.1910
H 2.0363 -2.9222 1.8654
H 1.4732 -1.5804 2.8484
H 0.2310 -2.7524 0.6440
H 3.0374 -3.1737 -1.2346
N 1.9858 3.6275 -0.6060
N -2.9327 1.2406 1.3407
N 1.4836 0.2107 0.8018
O 3.1055 1.1642 -0.5551
O 1.2467 -1.7156 -1.2876
O 0.1424 -2.3608 1.5756
O 3.2078 -2.5783 -0.4791

Computed properties:
SMILES ... N[C@@H](Cc1c[nH]c2ccccc12)C(=O)N[C@@H](CO)C(=O)O
HOMO level ... -0.291 Eh
Net charge ... 0
E_LUMO ... 0.022 Ha
2S+1 ... 1

Mulliken atomic charge list, values in e, 4 entries:
1 C 0.090
2 C 0.431
3 C -0.591
4 C 0.619

---

2 | # C14H17N3O4

The molecule C14H17N3O4 (wB97M-V/def2-TZVPD, the OMol25 dataset).

Atoms and positions in Å:
C -0.1039 -2.2512 -0.1509
C 0.8037 -1.9255 -1.3241
C 0.6415 -2.0358 1.2009
C 0.8281 -0.5928 1.5913
C 1.9780 0.1376 1.9525
C -0.2784 0.2587 2.0040
C 0.2464 1.4535 2.5479
C -1.6671 0.0648 1.9718
C -0.6040 2.4245 3.1250
C -2.5164 0.9821 2.5868
C -1.9173 2.0762 3.2640
C 0.3618 0.6362 -1.5062
C -1.0327 0.6170 -2.3126
C 1.2266 1.6300 -2.2202
H 0.1768 -4.2688 -0.4335
H -1.0051 -3.6874 -1.1861
H -0.9163 -1.5346 -0.1819
H 1.5790 -2.5297 1.2722
H -0.0143 -2.5085 1.9886
H 3.0266 -0.0438 1.8630
H 2.2288 2.0375 2.7511
H -2.0968 -0.8077 1.4825
H -0.2300 3.2990 3.5976
H -3.5774 0.8188 2.5799
H -2.4687 2.6918 3.9963
H 1.6241 -0.6085 -2.5486
H 0.2301 0.8263 -0.4623
H 0.7598 2.6120 -2.2271
H 2.1557 1.8075 -1.6719
H 0.6291 1.0275 -3.9783
H -1.7909 1.5301 -0.9557
N -0.5782 -3.6071 -0.2830
N 1.5712 1.3620 2.4589
N 1.0242 -0.6145 -1.7176
O 1.4315 -2.7725 -1.9321
O -1.0645 0.1708 -3.4383
O 1.4688 1.2634 -3.5356
O -2.1145 1.1514 -1.7783

Computed properties:
SMILES ... N[C@@H](Cc1c[nH]c2ccccc12)C(=O)N[C@@H](CO)C(=O)O
HOMO level ... -0.311 Eh
Net charge ... 0
E_LUMO ... 0.013 Ha
2S+1 ... 1

Mulliken atomic charge list, values in e, 4 entries:
1 C 0.992
2 C -0.129
3 C -1.333
4 C 1.000

---

3 | # C14H17N3O4

A structure of composition C14H17N3O4 (wB97M-V/def2-TZVPD, the OMol25 dataset).

Atoms and positions in Å:
C 2.6533 -1.0913 -3.0567
C 1.9228 -1.2280 -1.6385
C 4.0553 -0.4138 -2.6884
C -0.3293 -0.9403 -0.5353
C -0.7542 -2.3762 -0.5581
C -1.2747 0.1207 -0.6815
C -1.8827 0.5440 0.6615
C -3.0126 0.0070 1.1363
C -1.3236 1.4457 1.6603
C -2.0740 1.3230 2.9719
C -0.3037 2.5426 1.8034
C -2.1649 2.1775 4.1116
C -0.3805 3.2797 2.9510
C -1.2933 3.1868 4.0077
H 2.4303 0.7620 -3.3748
H 2.0414 -0.2453 -4.5904
H 2.6592 -2.1037 -3.5953
H 4.5458 -0.9905 -1.7980
H 4.9197 -0.3422 -3.4375
H 3.8629 1.4819 -1.3186
H 0.0463 -0.2480 -2.3288
H 0.0275 -0.8809 0.4970
H -0.6370 0.9951 -1.1546
H -1.9654 -0.2380 -1.3650
H -4.0102 -0.4513 0.5946
H -3.8863 0.1132 2.9951
H 0.3466 2.6480 0.9726
H -3.1881 2.4248 4.7086
H 0.2232 4.0868 3.2789
H -1.3070 3.9543 4.7830
H 1.1733 -2.9709 -0.3596
N 1.8648 -0.0914 -3.6171
N 0.5465 -0.9946 -1.6935
N -3.1285 0.5213 2.4920
O 2.4847 -1.7954 -0.7656
O 3.4736 1.0207 -2.3727
O -1.8438 -2.7730 -0.7084
O 0.2242 -3.3906 -0.6094

Computed properties:
HOMO level ... -0.305 Eh
Net charge ... 0
E_LUMO ... 0.002 Ha
2S+1 ... 1

Mulliken atomic charge list, values in e, 4 entries:
1 C 0.194
2 C 0.258
3 C -0.479
4 C 0.462

---

2 comes first in stability; the runner-up is 0.0023 hartree higher.

---

1 | # C3H14N2O3

A structure of composition C3H14N2O3 (wB97M-V/def2-TZVPD, the OMol25 dataset).

Atoms and positions in Å:
C -0.5898 -0.1324 -2.3897
C -1.3350 0.3709 -1.1239
N -1.1455 -0.6446 -0.0736
C -1.2944 -0.0677 1.2441
N -2.0339 -0.6361 2.1670
H 0.4832 -0.2061 -2.2175
H -0.7282 0.6103 -3.1805
H -0.9875 -1.0822 -2.7429
H -1.0277 1.3464 -0.7651
H -2.3944 0.4224 -1.3960
H -1.8425 -1.3867 -0.0178
H -0.5423 0.6703 1.5487
H -1.1923 -1.2816 1.8579
H 0.3285 -1.7113 0.3153
H 1.3527 -2.7138 1.0044
O 1.2309 -1.8309 0.6593
H 3.2389 0.3432 1.8941
H 2.0409 -0.3888 1.2289
O 2.4423 0.4916 1.3938
H 1.8444 2.0542 0.4861
H 0.9551 3.3121 0.2321
O 1.1968 2.4609 -0.1246

Computed properties:
HOMO level ... -0.312 Eh
Net charge ... 0
E_LUMO ... 0.019 Ha
2S+1 ... 1

Mulliken atomic charge list, values in e, 4 entries:
1 C -1.203
2 C -0.438
3 N -0.461
4 C 0.061

---

2 | # C3H14N2O3

A cluster of 5 separate species, C3H14N2O3 in total (wB97M-V/def2-TZVPD, the OMol25 dataset).

Atoms and positions in Å:
C 1.7440 1.2772 0.6276
C 1.5569 -0.2486 0.3893
N 1.0392 -1.1612 1.4764
C -1.6982 0.8534 -0.8843
N -1.2260 0.3002 -1.9401
H 2.0963 1.6938 -0.2702
H 2.2396 1.4142 1.5901
H 0.7165 1.8032 0.7929
H 0.7437 -0.3718 -0.3320
H 2.4676 -0.7970 0.0478
H 0.1318 -1.4119 0.9685
H -1.5448 1.9051 -0.4827
H -2.3154 0.2097 -0.2479
H 0.6096 -0.5359 2.1576
H -1.4484 -1.7573 0.5857
O -1.1353 -2.2669 -0.3323
H -2.7554 -0.9524 1.9566
H -1.7702 -2.9535 -0.6114
O -1.9471 -0.7816 1.4446
H 1.5548 1.6157 -2.7796
H -0.2406 0.7620 -2.2070
O 1.1815 1.4037 -1.9497

Computed properties:
HOMO level ... -0.340 Eh
Net charge ... 0
E_LUMO ... -0.190 Ha
2S+1 ... 1

Mulliken atomic charge list, values in e, 4 entries:
1 C -1.001
2 C 0.146
3 N -0.629
4 C -0.024

---

1 comes first in stability; the runner-up is 0.2595 hartree higher.